C45H39BMgN4OP2S3 | wB97M-V/def2-TZVPD

Geometry (Å):
Mg -0.25430 -0.86877 0.41111
C -3.25390 -5.44926 -1.35038
S -3.87918 -3.76571 -1.09055
C -2.47287 -2.87987 -0.54370
S -2.74952 -1.25023 -0.17678
N -1.33982 -3.55328 -0.48925
N -0.27286 -2.83222 -0.12188
C 0.85713 -3.42611 0.02474
C 2.01334 -2.64834 0.42580
C 3.21232 -3.27351 0.77167
C 4.27695 -2.49979 1.18838
C 4.11763 -1.12206 1.25704
C 2.89724 -0.58006 0.90087
N 1.87299 -1.31364 0.48002
H -3.92283 -5.92755 -2.06171
H -2.24514 -5.38680 -1.74299
H -3.25946 -5.98631 -0.40546
H 0.94853 -4.50223 -0.10651
H 3.28335 -4.35165 0.72641
H 5.21692 -2.95547 1.46906
H 4.92694 -0.48529 1.58306
H 2.71838 0.48683 0.98064
O -3.07779 2.01280 -2.47412
S -2.03563 1.85631 -1.44109
C -2.18116 3.27432 -0.33767
C -2.88377 4.38745 -0.76714
C -2.85426 5.54360 -0.00665
C -2.07954 5.58390 1.14496
C -1.42109 4.44915 1.59108
C -1.51457 3.24806 0.88710
P -0.89107 1.62987 1.54864
C -2.11146 1.38497 2.91111
C -2.45172 2.40505 3.80144
C -3.32966 2.17140 4.84585
C -3.90188 0.91916 5.01160
C -3.59894 -0.09115 4.11571
C -2.71206 0.13803 3.07504
C 0.60022 2.28019 2.38466
C 0.81225 2.26502 3.75699
C 1.95650 2.84905 4.28508
C 2.89438 3.43873 3.45401
C 2.70732 3.41699 2.07739
C 1.56841 2.83854 1.54588
C -0.51242 2.39626 -2.30769
C -0.29266 3.72420 -2.64601
C 0.67655 4.05273 -3.57680
C 1.39906 3.05048 -4.20592
C 1.19217 1.72681 -3.86250
C 0.26656 1.38102 -2.87794
P 0.04879 -0.36826 -2.32745
C 1.68824 -1.09096 -2.70763
C 1.76339 -2.43650 -3.06900
C 2.99089 -3.03816 -3.29284
C 4.16153 -2.31130 -3.14134
C 4.09989 -0.98022 -2.75709
C 2.87231 -0.37656 -2.53760
C -0.91581 -0.97818 -3.76422
C -2.30305 -1.02396 -3.65254
C -3.07938 -1.36140 -4.75102
C -2.47964 -1.66249 -5.96238
C -1.09575 -1.64077 -6.07168
C -0.31476 -1.29793 -4.98148
H -3.43278 4.32741 -1.69926
H -3.40739 6.41729 -0.32435
H -1.99824 6.50518 1.70717
H -0.81885 4.50479 2.48875
H -2.03215 3.39343 3.68849
H -3.56835 2.96953 5.53716
H -4.58203 0.73472 5.83282
H -4.05473 -1.06703 4.21884
H -2.49324 -0.66504 2.39310
H 0.10413 1.78071 4.41456
H 2.11692 2.83855 5.35502
H 3.77257 3.91093 3.87468
H 3.44707 3.85528 1.41929
H 1.41222 2.83096 0.46938
H -0.89067 4.50398 -2.19710
H 0.84669 5.09087 -3.82940
H 2.12975 3.30318 -4.96321
H 1.76269 0.95230 -4.35672
H 0.85262 -3.01241 -3.18749
H 3.03990 -4.08051 -3.58170
H 5.12081 -2.78089 -3.31582
H 5.01158 -0.41170 -2.62484
H 2.83900 0.65806 -2.21994
H -2.78305 -0.78569 -2.71334
H -4.15672 -1.38389 -4.65721
H -3.08614 -1.90817 -6.82431
H -0.62431 -1.88992 -7.01370
H 0.76227 -1.28301 -5.08452
B 1.06637 -1.06292 4.84270
C 0.47197 -1.07083 3.41475
N 0.01671 -1.07839 2.34850
H 0.18607 -0.68796 5.58158
H 2.00735 -0.30226 4.83749
H 1.40663 -2.19815 5.07767

The calculation puts the LUMO energy at -0.65 eV. The calculation puts the energy above the lowest of the compared OMol25 structures with the same formula, charge and spin at 0.3315 eV. The calculation puts the maximum force at 1.3 eV/Å. The value obtained for the HOMO energy is -7.88 eV. For the gap between HOMO and LUMO, the calculation gives 0.266 hartree.

List of Löwdin charges in e, atom by atom: 0.24 -0.39 0.85 -1.12 0.59 -0.07 -0.10 -0.06 -0.26 0.00 -0.04 -0.03 -0.10 0.05 0.03 0.02 0.03 0.14 0.12 0.11 0.11 0.11 -0.47 0.87 -0.38 -0.09 -0.06 -0.06 -0.09 -0.33 1.09 -0.33 -0.09 -0.08 -0.08 -0.06 -0.11 -0.38 -0.08 -0.06 -0.08 -0.09 -0.13 -0.32 -0.06 -0.06 -0.06 -0.09 -0.33 1.09 -0.39 -0.12 -0.07 -0.08 -0.07 -0.12 -0.33 -0.10 -0.06 -0.08 -0.08 -0.10 0.12 0.11 0.11 0.11 0.09 0.10 0.10 0.11 0.02 0.10 0.11 0.10 0.10 0.10 0.10 0.11 0.11 0.10 0.11 0.11 0.10 0.11 0.11 0.03 0.11 0.10 0.10 0.10 -0.42 -0.18 0.07 0.01 0.01 0.01